# 1
{
  "formula": "C6H5N3O",
  "method": "ωB97M-V/def2-TZVPD",
  "de_lowest_kj_mol": 418.7,
  "elements": ["C", "C", "C", "C", "C", "C", "H", "H", "H", "H", "H", "N", "N", "N", "O"],
  "coordinates": [[1.09074, 0.57893, 0.86457], [-0.48846, -0.59360, -0.27492], [-1.30074, -1.74306, -0.44300], [-2.20516, -1.78456, -1.40894], [0.71053, 1.21492, -0.22317], [1.18624, 2.44254, -0.70939], [1.53662, 0.31766, 3.16328], [2.27347, 1.70557, 1.82352], [-1.28226, -2.44748, 0.06240], [-2.43238, -0.84964, -1.99845], [-2.75587, -2.77112, -1.71216], [1.84728, 0.69875, 1.94596], [-0.21980, 0.41637, -0.95120], [1.73857, 3.41807, -1.01327], [0.30124, -0.60336, 0.87478]]
}

---

# 2
{
  "formula": "C2HCl2F",
  "method": "ωB97M-V/def2-TZVPD",
  "de_lowest_kj_mol": 394.5,
  "elements": ["C", "C", "F", "Cl", "Cl", "H"],
  "coordinates": [[-0.52816, 0.56365, 0.02701], [0.55469, -0.14678, -0.00075], [-0.93334, 1.84289, -0.05120], [0.46908, -1.81363, -0.08003], [2.18742, 0.40779, -0.08429], [-1.74969, -0.85392, 0.18926]]
}

---

# 3
{
  "formula": "C35H76BCl2N3O22Sb",
  "method": "ωB97M-V/def2-TZVPD",
  "total_charge": -1,
  "elements": ["C", "C", "O", "C", "O", "C", "C", "C", "Sb", "C", "B", "O", "O", "N", "C", "O", "C", "Cl", "C", "C", "Cl", "C", "C", "C", "N", "C", "C", "N", "C", "C", "C", "O", "H", "H", "H", "H", "H", "H", "H", "H", "H", "H", "H", "H", "H", "H", "H", "H", "H", "H", "H", "H", "H", "H", "H", "H", "H", "H", "H", "H", "C", "C", "O", "O", "H", "H", "H", "H", "H", "H", "C", "C", "O", "O", "H", "H", "H", "H", "H", "H", "C", "C", "O", "O", "H", "H", "H", "H", "H", "H", "C", "C", "O", "O", "H", "H", "H", "H", "H", "H", "C", "C", "O", "O", "H", "H", "H", "H", "H", "H", "C", "C", "O", "O", "H", "H", "H", "H", "H", "H", "C", "C", "O", "O", "H", "H", "H", "H", "H", "H", "C", "C", "O", "O", "H", "H", "H", "H", "H", "H"],
  "coordinates": [[5.85659, 3.59636, 1.89865], [4.79600, 3.58100, 3.17274], [3.77170, 4.63391, 3.11826], [2.69316, 4.32776, 2.16904], [2.46363, 5.23930, 1.19275], [1.69795, 3.02670, 2.18938], [2.48248, 1.75777, 1.44533], [1.60700, 1.02556, 0.28406], [1.92870, -1.13833, -0.03314], [2.46889, -3.26255, -0.59034], [3.88013, -3.36393, -1.42674], [5.14791, -3.74077, -0.72443], [3.96878, -3.10927, -2.88660], [3.91551, -0.71406, -0.39443], [4.72961, -0.53467, 0.66032], [5.39675, -0.17133, 1.79203], [2.23119, -1.61210, 2.15157], [3.55311, -2.84235, 2.73403], [1.40444, -1.06432, 3.26669], [1.57864, -1.36839, 4.86634], [-0.07802, 0.07259, 2.95423], [1.64986, -0.85786, -2.25653], [0.56965, -1.75646, -3.16211], [0.57279, -1.41271, -4.75752], [1.37746, -0.44653, -5.55468], [2.33124, 0.40355, -4.78697], [2.47763, 0.21006, -3.17577], [-0.05256, -1.67879, 0.15842], [-0.38956, -2.82624, 1.02551], [-1.11387, -0.73986, -0.21292], [-2.53846, -0.72836, 0.67034], [-1.14071, 0.18333, -1.20840], [6.18353, 4.68008, 1.56929], [5.45234, 3.05826, 0.93909], [6.79465, 2.97474, 2.26173], [5.46578, 3.82036, 4.13172], [4.35154, 2.49506, 3.38825], [1.50554, 2.70998, 3.32108], [0.67151, 3.29364, 1.67313], [2.89548, 1.07900, 2.29823], [3.42992, 2.24517, 0.91925], [1.91810, 1.54934, -0.74463], [0.49566, 1.35761, 0.46292], [2.49429, -3.97064, 0.35592], [1.58376, -3.67877, -1.26797], [5.68500, -2.89000, -0.65929], [4.53631, -2.27983, -3.02826], [1.77533, -0.32022, 5.39990], [2.44850, -2.06530, 5.18045], [0.56728, -1.76722, 5.29515], [-0.12447, -2.58442, -2.66077], [-0.20345, -2.06345, -5.39291], [3.02255, 1.20326, -5.32043], [3.27854, 0.89847, -2.62762], [-0.71478, -2.55858, 2.14468], [-1.36793, -3.34351, 0.57289], [0.38762, -3.68979, 1.14079], [-3.41807, -1.27501, 0.10616], [-2.86876, 0.41882, 0.72018], [-2.39376, -1.05727, 1.78183], [-5.57237, 0.03340, -0.75848], [-7.08372, 0.23087, -0.76496], [-7.37485, 1.62305, -0.90003], [-4.99378, 0.77991, 0.30976], [-5.31203, -1.02071, -0.63004], [-5.13073, 0.40033, -1.69002], [-7.51806, -0.09909, 0.18386], [-7.55778, -0.31585, -1.58499], [-7.12849, 1.88506, -1.80471], [-5.50887, 1.60889, 0.36731], [-10.77746, 3.63198, -1.03827], [-10.03166, 4.72219, -1.79880], [-8.84695, 5.06979, -1.07992], [-11.09507, 4.09129, 0.27374], [-11.70552, 3.35886, -1.54771], [-10.15277, 2.74010, -0.92973], [-10.64294, 5.62718, -1.87036], [-9.75720, 4.39508, -2.80566], [-8.23474, 4.31578, -1.14662], [-10.33351, 4.63362, 0.55962], [0.84018, 3.04416, -7.11736], [-0.67116, 3.24163, -7.12384], [-0.96230, 4.63381, -7.25891], [1.41877, 3.79068, -6.04912], [1.10052, 1.99006, -6.98892], [1.28182, 3.41109, -8.04890], [-1.10552, 2.91168, -6.17502], [-1.14523, 2.69491, -7.94387], [-0.71594, 4.89582, -8.16358], [0.90368, 4.61966, -5.99157], [10.11415, 6.06934, -0.03918], [8.78519, 5.38227, 0.25238], [8.17861, 5.99675, 1.39064], [10.96432, 5.97734, 1.10185], [10.61998, 5.60641, -0.89078], [9.96179, 7.13265, -0.24803], [8.94429, 4.32840, 0.50104], [8.10158, 5.45001, -0.59860], [7.89546, 6.88891, 1.12293], [10.37944, 6.06809, 1.88000], [-0.82520, -7.21659, -0.32267], [-0.07940, -6.12638, -1.08321], [1.10532, -5.77878, -0.36433], [-1.14281, -6.75728, 0.98933], [-1.75326, -7.48971, -0.83211], [-0.20051, -8.10847, -0.21414], [-0.69068, -5.22140, -1.15476], [0.19507, -6.45349, -2.09006], [1.71752, -6.53279, -0.43102], [-0.38124, -6.21495, 1.27522], [-7.11189, -3.42406, -4.81091], [-7.75522, -2.36521, -3.92313], [-6.75214, -1.44695, -3.48520], [-6.08496, -4.09938, -4.08804], [-7.84782, -4.16082, -5.14410], [-6.64544, -2.96263, -5.68668], [-8.18524, -2.82462, -3.02769], [-8.53741, -1.81546, -4.45421], [-6.47613, -0.92659, -4.26032], [-5.65894, -3.41956, -3.52930], [-5.02876, -8.31867, 3.03852], [-4.00935, -7.26380, 2.62472], [-4.31196, -6.03367, 3.28530], [-6.34277, -7.87407, 2.70851], [-4.84283, -9.26878, 2.53046], [-5.00063, -8.47976, 4.12052], [-4.06773, -7.07492, 1.54829], [-2.99002, -7.56674, 2.88021], [-4.11206, -6.15446, 4.23041], [-6.34909, -6.91044, 2.87347], [6.17990, 3.97398, 7.16340], [6.69063, 3.10957, 8.31019], [7.88024, 2.43526, 7.89629], [5.93096, 3.15913, 6.02005], [5.25334, 4.48605, 7.43669], [6.92926, 4.71826, 6.87709], [5.95627, 2.33991, 8.56735], [6.90844, 3.70785, 9.19941], [8.58124, 3.10594, 7.81519], [6.63454, 2.48031, 6.01629]]
}

---

# 4
{
  "formula": "C15H39Cu2NO11P2",
  "method": "ωB97M-V/def2-TZVPD",
  "de_lowest_kj_mol": 972.4,
  "elements": ["Cu", "Cu", "O", "H", "O", "H", "C", "O", "N", "C", "C", "H", "H", "H", "H", "H", "H", "H", "C", "C", "O", "P", "O", "O", "C", "C", "O", "C", "C", "H", "H", "H", "H", "H", "H", "H", "H", "H", "H", "H", "H", "H", "H", "H", "C", "C", "O", "P", "O", "O", "C", "C", "O", "C", "C", "H", "H", "H", "H", "H", "H", "H", "H", "H", "H", "H", "H", "H", "H", "H"],
  "coordinates": [[-12.57524, 13.73227, -14.10570], [-13.02725, 11.82513, -10.40536], [-10.29481, 11.75096, -12.86250], [-9.73823, 11.35969, -13.56368], [-12.75724, 15.27901, -11.24172], [-13.34955, 16.05162, -11.32399], [-13.23046, 16.16762, -18.43887], [-13.08243, 16.58862, -17.30735], [-14.05491, 16.81120, -19.32862], [-14.01915, 16.49308, -20.75273], [-14.65629, 18.07239, -19.04432], [-12.82502, 15.19622, -18.76167], [-14.97504, 16.21634, -21.19747], [-13.36188, 15.64310, -20.93613], [-13.60601, 17.34190, -21.29763], [-15.73283, 18.02240, -19.20756], [-14.46863, 18.33579, -18.00341], [-14.32286, 18.84081, -19.74179], [-19.20747, 10.44237, -16.19704], [-18.14307, 10.23767, -15.14341], [-18.54440, 10.72212, -13.89270], [-17.82404, 12.08972, -13.28653], [-16.35130, 12.02027, -13.30560], [-18.35689, 13.30198, -14.28119], [-17.80101, 14.64735, -14.26295], [-18.96340, 15.65938, -14.14910], [-18.54603, 12.44107, -11.85789], [-19.96986, 12.65314, -11.79022], [-20.72619, 11.38810, -11.35367], [-19.58882, 11.46234, -16.24523], [-18.78893, 10.15914, -17.16281], [-20.01779, 9.72858, -16.04882], [-17.83211, 9.19379, -15.10174], [-17.26676, 10.73948, -15.55374], [-17.02417, 14.82169, -13.51848], [-17.32442, 14.75858, -15.23691], [-18.61013, 16.69041, -14.13220], [-19.72573, 15.43803, -14.89607], [-19.37181, 15.60734, -13.13985], [-20.17255, 13.35823, -10.98408], [-20.29563, 13.03409, -12.75813], [-21.79976, 11.52547, -11.22456], [-20.65339, 10.64316, -12.14605], [-20.27195, 10.94461, -10.46762], [-11.98075, 6.70862, -14.75675], [-12.09024, 8.19162, -15.16797], [-12.82151, 8.24292, -16.30845], [-12.46415, 9.32642, -17.43518], [-12.64863, 10.75822, -17.03301], [-10.89268, 9.05551, -17.87818], [-10.55500, 7.94860, -18.63471], [-9.14424, 7.48940, -18.17973], [-13.39299, 8.86458, -18.63227], [-13.25365, 9.48047, -19.95456], [-14.37000, 10.60656, -20.07159], [-11.40304, 6.23972, -15.55329], [-11.37877, 6.52806, -13.86618], [-12.96046, 6.25249, -14.61455], [-12.62615, 8.61438, -14.31817], [-11.07563, 8.58554, -15.22712], [-11.33264, 7.18537, -18.66428], [-10.44214, 8.17516, -19.69492], [-8.46398, 8.25652, -17.80977], [-9.19705, 6.73442, -17.39532], [-8.56294, 6.93030, -18.91294], [-12.23610, 9.84070, -20.10591], [-13.44634, 8.73395, -20.72507], [-15.33499, 10.37129, -19.62264], [-14.13871, 11.37159, -19.33043], [-14.35772, 11.10112, -21.04285]]
}

---

# 5
{
  "formula": "C2H4NP",
  "method": "ωB97M-V/def2-TZVPD",
  "smiles": "[H]/N=C/P=C",
  "de_lowest_kj_mol": 150.4,
  "elements": ["H", "N", "C", "P", "C", "H", "H", "H"],
  "coordinates": [[-1.67082, 1.62487, -1.68603], [-1.04529, 1.54002, -0.89099], [-0.46969, 0.51693, -0.56693], [1.02723, 0.66051, 0.78982], [0.87869, -0.90499, 1.08586], [-0.32363, -0.53511, -1.00810], [1.56845, -1.52644, 1.66914], [0.03507, -1.37579, 0.60722]]
}

---

# 6
{
  "formula": "H80O40",
  "method": "ωB97M-V/def2-TZVPD",
  "de_lowest_kj_mol": 1694.3,
  "elements": ["H", "H", "O", "H", "H", "O", "H", "H", "O", "H", "H", "O", "H", "H", "O", "H", "O", "H", "O", "H", "H", "O", "H", "H", "O", "H", "H", "O", "H", "H", "O", "H", "O", "H", "H", "O", "H", "H", "O", "H", "H", "O", "H", "H", "O", "H", "H", "O", "H", "H", "O", "H", "O", "H", "H", "O", "H", "O", "H", "H", "O", "H", "H", "O", "H", "H", "O", "H", "H", "O", "H", "H", "O", "H", "H", "O", "H", "H", "O", "H", "H", "O", "H", "H", "O", "H", "H", "O", "H", "O", "H", "H", "O", "H", "H", "H", "H", "H", "H", "O", "H", "H", "O", "H", "H", "O", "H", "H", "O", "H", "H", "O", "H", "H", "O", "H", "H", "O", "H", "H"],
  "coordinates": [[-4.35345, 0.53968, 0.57996], [-3.82215, -0.64095, -0.41967], [-3.97246, -0.33355, 0.48978], [0.81310, -0.56469, 5.64470], [0.72580, 0.51715, 4.50600], [1.23800, -0.37338, 4.63328], [4.00984, -1.51935, -3.00063], [4.03582, -2.07597, -1.55794], [3.61919, -2.26773, -2.43424], [0.05798, 1.64516, 1.35992], [-0.61283, 3.18444, 1.70183], [-0.44163, 2.46758, 1.07339], [1.57501, 4.12915, -2.50526], [1.08277, 4.70481, -3.98748], [1.72502, 4.22438, -3.56535], [-1.85335, 2.18397, -0.97700], [-1.66518, 2.46448, -1.81826], [-3.41331, -1.19703, -4.01535], [-3.47649, -1.94364, -3.44752], [1.31524, 5.57067, -0.48662], [0.99305, 4.92887, 0.79119], [0.50550, 5.42517, 0.07515], [-1.00677, 1.27354, 4.90018], [-1.19919, 1.54979, 6.62211], [-0.63708, 1.29716, 5.85311], [1.38654, 1.32952, -0.72171], [0.19435, 0.26685, -0.52726], [0.97054, 0.65097, -0.19351], [-2.26625, -4.86434, 2.38954], [-3.57959, -4.61474, 1.83584], [-3.07213, -5.07546, 2.50898], [2.88637, 0.77330, -5.86336], [2.95197, 0.08188, -5.04336], [-1.33750, -0.55518, -4.97952], [-2.68126, -0.14879, -5.32649], [-1.91304, -0.52556, -5.69331], [2.40944, -3.80613, 4.14345], [1.62653, -4.94135, 4.44724], [2.51371, -4.87433, 4.13968], [-2.67706, 2.98607, 3.12224], [-3.36486, 2.14639, 4.29258], [-2.84552, 2.92025, 4.06758], [2.49434, -3.01266, 1.31314], [2.25957, -4.17668, 2.29337], [1.92049, -3.67094, 1.61281], [0.45222, -2.73333, -5.38809], [1.63173, -3.60171, -5.56192], [1.33868, -2.63356, -5.67398], [-2.57444, 1.52445, -3.98410], [-3.94630, 1.60589, -4.02053], [-3.25522, 1.06489, -3.74447], [-3.53951, 5.87748, 1.02099], [-2.97962, 5.62846, 0.19346], [-0.81878, -2.13850, 2.04048], [-0.62873, -1.86363, 3.58898], [-1.31924, -2.15364, 2.95935], [-2.11627, 0.85517, 1.99466], [-2.35173, 0.47732, 2.78783], [3.07177, -1.85564, 3.51969], [3.69653, -0.60111, 2.83492], [3.58817, -1.58531, 2.88380], [0.27292, 2.41056, -3.32456], [0.73893, 2.91231, -4.80531], [0.07739, 2.50584, -4.14343], [-0.46186, -3.12011, 4.83072], [-0.98421, -3.98245, 3.96811], [-0.58298, -4.05709, 4.81073], [-2.52229, 3.40927, 1.00431], [-2.80847, 1.88458, 0.86694], [-3.17578, 2.66345, 1.20796], [1.48896, -2.51572, -1.50861], [-0.14263, -1.91447, -1.76203], [0.79865, -1.70675, -1.56555], [-1.96831, -0.34887, -1.97203], [-2.26951, -1.73010, -2.32475], [-1.95873, -1.21936, -1.47561], [5.18588, -0.47301, 0.34846], [5.47238, -0.80504, 1.63911], [5.92539, -0.53200, 0.88432], [0.08807, 0.69543, -4.32951], [0.01164, -0.67536, -3.84495], [-0.15144, 0.11083, -3.55761], [1.44049, 2.66448, 2.89145], [3.05604, 2.76854, 2.37048], [2.09935, 2.64579, 2.15814], [-1.15147, -5.41202, 0.19545], [-1.50969, -6.49177, 1.48564], [-1.31101, -6.39485, 0.55739], [2.84710, 0.65735, -3.45418], [3.31492, 1.30175, -2.82387], [3.09043, 0.35456, -1.43759], [2.30604, -0.60645, -0.86832], [3.17223, -0.39912, -0.79773], [-2.41687, 6.30143, 0.58285], [-0.88369, 3.02372, -1.55885], [-1.79922, -0.29165, 2.82843], [-4.29895, -2.20032, -3.12967], [2.78713, -0.91591, -5.30887], [4.29103, 1.27515, -3.01390], [0.06107, 2.92795, 3.80919], [-0.38857, 2.56384, 4.52447], [-0.32713, 3.82535, 3.61101], [2.17153, -4.18354, -0.97377], [2.43174, -3.25773, -0.65857], [1.78587, -4.46467, -0.05235], [4.26049, 3.70855, -2.70796], [4.10516, 2.79400, -2.75699], [3.94314, 4.12648, -3.50912], [-4.13382, -0.92645, 4.23630], [-4.74431, -1.05032, 4.81028], [-4.44300, -0.99693, 3.17157], [1.54936, -1.02485, 1.55118], [1.02399, -1.58163, 1.08863], [1.73258, -0.29393, 0.91151], [-5.82361, -2.08569, -1.00658], [-4.91417, -2.02763, -0.53771], [-6.53036, -2.00721, -0.23533], [1.81217, 2.81770, -1.34589], [2.61394, 3.02822, -0.82124], [2.37778, 2.36986, -2.01646]]
}

---

| no. | LUMO (eV) | orbital gap (eV) |
| --- | --- | --- |
| 1 | -0.1 | 8.448 |
| 2 | -0.7 | 9.320 |
| 3 | 1.5 | 7.185 |
| 4 | -2.2 | 4.525 |
| 5 | 0.3 | 9.220 |
| 6 | -0.5 | 9.566 |